# 1
The following is a quantum chemistry calculation of the molecule C23H26N2O5, from OMol25.

Atoms and positions in Å:
C: 5.205 -0.005 -3.996
C: 4.931 -1.082 -3.554
C: 4.531 -2.370 -3.019
N: 3.175 -2.333 -2.516
C: 2.872 -2.603 -1.231
O: 3.687 -2.969 -0.405
C: 1.428 -2.422 -0.898
C: 0.970 -2.697 0.324
C: -0.467 -2.533 0.701
C: -0.725 -1.295 1.521
C: -1.941 -0.959 2.017
N: -1.902 0.271 2.658
C: -2.963 0.949 3.221
C: -4.281 0.211 3.209
O: -2.843 2.057 3.688
C: -0.588 0.733 2.573
C: -0.032 1.906 3.055
C: 1.316 2.114 2.832
C: 2.087 1.174 2.154
C: 1.535 0.002 1.676
C: 0.177 -0.229 1.878
C: -1.291 -2.509 -0.598
C: -0.644 -1.533 -1.580
O: -0.651 -0.277 -0.991
C: -0.237 0.797 -1.820
C: -0.235 2.068 -0.977
C: -1.616 2.389 -0.402
C: -2.531 3.067 -1.423
O: -2.015 4.292 -1.888
O: 0.658 -1.950 -1.937
H: 5.477 0.933 -4.382
H: 4.624 -3.135 -3.802
H: 5.172 -2.644 -2.173
H: 2.442 -2.001 -3.124
H: 1.668 -3.062 1.060
H: -0.780 -3.402 1.295
H: -2.854 -1.516 1.952
H: -4.193 -0.741 3.729
H: -5.021 0.827 3.713
H: -4.607 0.031 2.187
H: -0.631 2.627 3.586
H: 1.779 3.020 3.194
H: 3.139 1.365 2.000
H: 2.151 -0.715 1.159
H: -1.296 -3.501 -1.054
H: -2.315 -2.192 -0.412
H: -1.187 -1.515 -2.545
H: 0.772 0.605 -2.208
H: -0.925 0.884 -2.674
H: 0.103 2.899 -1.599
H: 0.471 1.930 -0.158
H: -2.081 1.466 -0.058
H: -1.500 3.049 0.461
H: -3.526 3.217 -0.978
H: -2.645 2.446 -2.313
H: -1.849 4.861 -1.128

Atoms 1-3, force components in eV/Å:
-0.0457 -0.4649 0.1579
0.0629 0.3907 -0.1518
0.0313 -0.4379 0.2120

* Kohn-Sham gap: 0.3197 hartree
* electronic energy: -37489.2955 eV
* charge: 0
* energy relative to the best compared isomer or geometry (same formula, charge and spin): 392.9 kJ/mol
* SMILES: C#CCNC(=O)C1=C[C@@H](c2cn(C(C)=O)c3ccccc23)C[C@@H](OCCCCO)O1
* spin multiplicity: 1



# 2
The following is a quantum chemistry calculation of the molecule C23H26N2O5S2, from OMol25.

Atoms and positions in Å:
C: 0.399 -5.497 0.177
C: 0.794 -4.218 -0.547
O: 0.427 -3.062 0.208
C: -0.773 -2.498 -0.049
O: -1.567 -2.976 -0.824
C: -0.970 -1.252 0.691
C: -0.005 -0.609 1.441
N: 1.302 -1.000 1.629
C: 2.219 -0.179 2.202
O: 1.909 0.856 2.762
C: 3.630 -0.622 1.973
S: 3.833 -0.621 0.130
O: 3.333 -1.897 -0.319
O: 5.196 -0.289 -0.170
C: 2.724 0.646 -0.390
C: 2.713 1.920 0.113
N: 1.587 2.566 -0.273
C: 1.243 3.921 0.070
C: 1.644 4.896 -1.035
C: 0.837 1.716 -1.046
C: -0.400 1.898 -1.655
C: -0.923 0.841 -2.367
C: -0.238 -0.372 -2.487
C: 0.984 -0.566 -1.885
C: 1.526 0.483 -1.144
S: -0.552 0.891 2.085
C: -2.108 0.665 1.336
C: -2.187 -0.499 0.644
C: -3.417 -0.902 -0.102
C: -4.611 -0.037 0.299
C: -4.219 1.437 0.336
C: -3.200 1.672 1.451
H: -0.683 -5.545 0.281
H: 0.850 -5.527 1.166
H: 0.737 -6.356 -0.394
H: 0.302 -4.169 -1.523
H: 1.877 -4.140 -0.667
H: 1.601 -1.811 1.089
H: 3.818 -1.644 2.290
H: 4.345 0.066 2.413
H: 3.441 2.398 0.738
H: 0.165 3.968 0.244
H: 1.752 4.174 1.003
H: 2.718 4.860 -1.200
H: 1.144 4.641 -1.966
H: 1.369 5.909 -0.755
H: -0.934 2.833 -1.577
H: -1.880 0.952 -2.853
H: -0.687 -1.171 -3.057
H: 1.522 -1.497 -1.969
H: -3.628 -1.957 0.077
H: -3.217 -0.801 -1.172
H: -5.428 -0.193 -0.407
H: -4.962 -0.336 1.289
H: -5.099 2.061 0.501
H: -3.777 1.715 -0.623
H: -2.788 2.682 1.395
H: -3.690 1.576 2.426

Atoms 1-3, force components in eV/Å:
-0.0084 0.4287 -0.0665
0.0373 -0.4698 -0.3349
0.0696 0.1357 0.2025

* Kohn-Sham gap: 0.3096 hartree
* electronic energy: -59162.6503 eV
* charge: 0
* energy relative to the best compared isomer or geometry (same formula, charge and spin): 0.0 kJ/mol
* SMILES: CCOC(=O)c1c(NC(=O)CS(=O)(=O)c2cn(CC)c3ccccc23)sc2c1CCCC2
* spin multiplicity: 1



# 3
The following is a quantum chemistry calculation of the molecule C23H26N4O4, from OMol25.

Atoms and positions in Å:
C: -0.720 -4.881 -1.111
C: -1.582 -4.362 -0.259
C: -1.407 -3.069 0.489
C: -0.105 -2.380 0.201
C: 1.049 -2.710 0.896
C: 2.239 -2.071 0.614
C: 2.322 -1.085 -0.362
O: 3.515 -0.446 -0.659
C: 4.315 0.034 0.398
C: 3.819 1.373 0.976
O: 2.875 1.182 2.014
C: 1.543 1.075 1.747
C: 0.855 0.155 2.533
C: -0.502 -0.034 2.406
C: -1.210 0.696 1.454
C: -2.620 0.466 1.269
N: -3.281 1.101 0.383
N: -4.599 0.879 0.198
C: -5.361 1.600 -0.683
N: -6.585 1.181 -0.669
N: -6.665 0.167 0.215
C: -5.492 -0.014 0.733
C: -0.537 1.650 0.686
C: 0.819 1.877 0.833
O: 1.503 2.857 0.172
C: 0.779 3.857 -0.528
C: 0.457 3.470 -1.967
C: 1.174 -0.780 -1.107
O: 1.077 0.127 -2.122
C: 2.232 0.541 -2.821
C: -0.019 -1.429 -0.800
H: -0.914 -5.814 -1.612
H: 0.213 -4.396 -1.344
H: -2.513 -4.873 -0.046
H: -1.482 -3.284 1.560
H: -2.239 -2.409 0.226
H: 1.020 -3.470 1.662
H: 3.126 -2.342 1.167
H: 5.299 0.189 -0.053
H: 4.407 -0.691 1.212
H: 4.662 1.882 1.452
H: 3.422 1.998 0.175
H: 1.428 -0.408 3.252
H: -1.008 -0.756 3.028
H: -3.072 -0.281 1.927
H: -4.968 2.395 -1.280
H: -5.258 -0.758 1.464
H: -1.125 2.208 -0.022
H: 1.442 4.728 -0.516
H: -0.132 4.111 0.025
H: 1.368 3.440 -2.560
H: -0.008 2.488 -2.011
H: -0.216 4.205 -2.399
H: 2.798 1.290 -2.263
H: 1.865 0.979 -3.750
H: 2.886 -0.302 -3.049
H: -0.890 -1.159 -1.378

Atoms 1-3, force components in eV/Å:
0.0828 -0.1265 -0.1300
-0.2044 0.0991 0.1818
0.1272 -0.0318 -0.0948

* Kohn-Sham gap: 0.2954 hartree
* electronic energy: -38419.5570 eV
* charge: 0
* energy relative to the best compared isomer or geometry (same formula, charge and spin): 615.3 kJ/mol
* SMILES: C=CCc1ccc(OCCOc2ccc(/C=N/n3cnnc3)cc2OCC)c(OC)c1
* spin multiplicity: 1